Entry 1:
Entry from the OMol25 dataset: a molecular structure, C16H36BF2FeN4O2P2SSe at a distorted geometry (the ωB97M-V functional and the def2-TZVPD basis).

Calculated values
- HOMO energy (spin up / spin down): -10.35 / -10.97 eV
- Kohn-Sham gap (spin up / spin down): 0.307 / 0.315 Eh
- Total charge: +1
- Expectation value of S²: 6.015
- E: -162485.9119 eV
- Multiplicity: 5

The geometry in XYZ format:
```
66
Properties=species:S:1:pos:R:3:mulliken_spin:R:1
C 0.62579 -3.10895 1.82303 0.00
H 1.16079 -3.74725 1.12123 0.00
H 4.18769 1.05445 2.31673 0.00
H 2.09329 -1.47255 3.93683 0.00
H -1.15191 -2.01005 1.32983 0.00
C 4.31159 1.76355 1.50133 0.00
H 0.15689 -0.79285 5.16983 0.00
C 0.00439 -0.90165 4.09263 0.00
H 5.61089 -1.07195 0.78013 0.00
H -0.60421 -3.44165 -0.62897 0.00
H -1.98361 1.02895 0.58303 0.00
H -0.47921 -1.86625 3.93393 0.00
H 4.20869 2.93505 -1.27327 0.00
S 1.48319 -1.47055 1.65893 0.00
H 5.17009 2.39815 1.69663 0.00
H -4.05981 -1.63745 -1.40187 0.00
H -1.89661 0.12235 4.03243 0.00
H 3.41859 2.38195 1.42693 0.00
Se 1.33179 2.65035 -1.74787 0.04
H 1.72969 0.16115 3.36823 0.00
H -0.99571 0.32105 -3.36187 -0.01
H -1.45151 -3.44795 2.30683 0.00
C -3.66941 -0.73715 -0.92427 0.01
O 3.24589 0.11045 -0.40527 0.05
C -4.29751 0.56575 -2.86017 0.00
F 0.00919 -2.10775 -3.19557 0.01
N -4.41641 0.40305 -1.41977 0.00
C -0.85741 -3.05305 1.48133 0.00
H -4.81991 2.40015 -1.10737 0.00
H -4.53081 -0.37635 -3.35857 0.00
H -2.23831 -3.72615 -0.03017 0.00
H -0.95341 -4.87835 0.32843 0.00
N -2.96041 0.98965 -3.22677 0.00
H -4.23111 1.50905 0.32153 0.00
C -2.62171 2.20085 -2.57267 0.00
C -1.18061 -3.82285 0.20833 0.00
H -2.37261 3.03595 -0.69737 0.00
B 1.08399 -1.39895 -2.83037 0.12
H -3.83431 -0.83155 0.15493 0.00
C -0.90231 0.22235 3.60433 0.00
H 6.80269 0.19875 0.40583 0.00
C -0.04601 3.49935 -1.04377 0.00
H 4.84799 1.66225 -2.32317 0.00
N -2.72811 2.07915 -1.06587 0.00
P 4.49689 0.86665 -0.07687 0.01
H -0.49901 1.18915 3.89773 0.00
H -2.23201 -0.91235 -3.62707 0.00
N -1.03241 3.95065 -0.61567 0.01
C 4.92149 2.11435 -1.33507 0.00
C 1.36169 -0.86395 3.40683 0.00
P -1.81031 -0.60895 -1.22717 0.00
O 0.53639 -0.61585 0.85633 0.01
C 5.89369 -0.29375 0.07383 0.00
H -3.31141 2.99825 -2.87447 0.00
H -0.97771 0.19225 2.52083 0.00
H 0.82559 -3.46615 2.82893 0.00
H 6.05999 -0.75475 -0.89797 0.00
H -1.59911 2.49415 -2.82467 0.00
C -1.97211 -0.04315 -3.01787 0.01
C -1.77751 1.11045 -0.48857 0.05
F 1.69979 -2.09345 -1.80677 0.03
H -0.76061 1.49355 -0.58977 -0.05
C -4.12391 1.63245 -0.75827 0.00
H -5.01371 1.32665 -3.18817 0.00
Fe 1.19329 -0.01925 -1.18457 3.69
H 5.92079 2.51035 -1.17967 0.00
```


Entry 2:
Entry from the OMol25 dataset: 2 unconnected molecules or ions with the total composition C16H36BrP at a distorted geometry (the ωB97M-V functional and the def2-TZVPD basis).

Calculated values
- HOMO energy: -5.41 eV
- Kohn-Sham gap: 0.186 Eh
- E: -96505.1382 eV

The geometry in XYZ format:
```
54
Properties=species:S:1:pos:R:3:nbo_charge:R:1
H -0.33352 -0.62091 2.91160 0.19
H 2.63219 -1.54568 -0.88285 0.20
H 0.59905 4.35069 -2.07560 0.21
H -3.52301 1.82927 2.32942 0.21
H -0.37018 -2.56656 0.55773 0.27
C -0.17308 -2.66955 3.55187 -0.42
C -1.85809 1.19715 1.07471 -0.40
H -1.70475 -1.58930 2.46836 0.23
C 1.59677 2.54253 -1.41334 -0.40
H 0.19314 -0.10158 -2.26052 0.25
P 0.19198 -0.33331 0.03731 1.57
H 3.00234 -0.39422 -4.58358 0.21
C -4.17192 2.13790 0.36455 -0.62
Br -3.95150 -4.92331 -2.70885 -1.00
H -2.28564 -0.48240 -0.34337 0.30
H -0.43264 -3.60138 3.04946 0.21
H -5.25094 2.18094 0.51279 0.23
H -3.76937 0.36570 1.48365 0.20
H 3.10738 -1.94067 -5.21817 0.23
H 2.50242 2.03415 -1.74415 0.20
H -1.48718 0.85815 -0.96866 0.25
C 1.44998 2.42991 0.11114 -0.40
H 1.60053 -1.16794 -4.63245 0.21
H 2.64119 -0.08118 -1.95855 0.20
H 1.02266 1.01780 1.73327 0.26
C 0.66811 -0.85454 -1.63159 -0.77
H 0.21621 -1.79326 -1.95205 0.29
H 3.77114 -2.22960 -2.86899 0.21
H -2.06191 -2.84677 4.65292 0.22
H 0.67810 3.10116 0.48759 0.22
H 2.08443 4.81518 -1.39484 0.22
C 1.62040 3.99432 -1.94163 -0.62
C 2.63766 -1.40376 -4.39404 -0.63
C 2.70954 -2.01385 -2.98968 -0.41
H -4.06057 1.82526 -0.67370 0.21
C 0.13312 -1.81767 1.16924 -0.70
H 2.23883 0.54899 0.55557 0.25
C -0.61858 -1.61138 2.55690 -0.38
H -0.69873 -3.21626 5.56795 0.22
H -3.80133 3.16297 0.36354 0.20
H -1.35124 0.83227 1.96806 0.20
C 2.28058 -1.09947 -1.81310 -0.37
H 0.85464 -2.89195 3.83897 0.22
C -1.02314 -2.54057 4.77656 -0.62
H 2.18035 -2.95812 -2.86154 0.22
H 0.76158 2.07501 -1.93486 0.19
H 2.37653 2.80967 0.54169 0.22
H 1.16618 -2.14324 1.29130 0.24
H -1.54408 2.22723 0.90605 0.21
C -1.50948 0.23433 -0.07509 -0.78
H 2.20717 4.03581 -2.85928 0.22
C 1.27200 1.03856 0.67237 -0.71
H -1.02658 -1.58414 5.29937 0.21
C -3.38858 1.37777 1.34648 -0.39
```


Entry 3:
Entry from the OMol25 dataset: 8 unconnected molecules or ions with the total composition C16H36Cl4F6N6O8S2 at a distorted geometry (the ωB97M-V functional and the def2-TZVPD basis).

Calculated values
- HOMO energy (spin up / spin down): 0.13 / -7.22 eV
- Kohn-Sham gap (spin up / spin down): 0.076 / 0.344 Eh
- Total charge: -1
- Expectation value of S²: 0.750
- E: -130561.2712 eV
- Multiplicity: 2

The geometry in XYZ format:
```
78
Properties=species:S:1:pos:R:3:mulliken_spin:R:1
C 0.19327 -2.71927 -3.90608 0.56
C 3.27111 3.83858 0.91826 0.15
S -3.09495 0.37960 2.41234 -0.01
O 1.12912 -1.31607 -0.48149 -3.07
H 4.73146 -0.27956 0.40523 -0.58
H 0.39054 1.73894 0.00594 0.04
H -0.09865 -2.68334 -4.95565 -0.07
H -1.83713 -4.39162 4.76600 0.00
F 1.26855 -0.90842 2.64232 -0.04
H -0.78731 0.99368 -0.83095 -0.02
N -2.18733 -3.90252 2.66308 -0.01
C -1.97299 -4.81124 3.76923 0.00
C 3.64900 -0.39319 0.34638 0.94
N 3.25160 -1.72527 0.06957 -1.68
Cl -0.10223 3.55190 2.00052 -0.02
H -0.76817 0.78905 0.80171 0.07
H 0.40961 -1.00952 -2.53604 0.16
H 1.13352 -3.97258 0.37122 0.14
H 2.69916 4.75356 1.07248 0.05
H -2.53216 -2.68581 -3.59561 0.01
H 3.35305 0.19633 -0.52137 0.79
C -1.60695 -3.95824 1.45174 0.01
H -2.83415 -5.47816 3.81067 0.00
C 2.03675 -2.08504 -0.29031 4.81
H 4.77513 3.54795 -1.17011 -0.23
H -2.70043 -3.06012 2.88034 0.00
C -1.65716 -2.68103 0.59836 -0.07
H 3.04960 1.72146 -2.56472 0.15
C -2.56418 -1.60293 -3.71584 0.09
H 1.35168 -3.84802 -1.33511 0.33
F -5.03599 1.15137 0.67444 0.00
O -1.42542 -0.83704 4.34116 0.00
C -1.46016 4.64053 1.78289 0.00
Cl -0.84061 3.44815 -2.10104 0.03
S -0.88136 0.36451 3.70162 0.02
H -2.21528 4.47464 2.55125 0.00
N -0.21900 -1.48097 -3.17060 -0.23
C 1.79752 -3.55379 -0.38497 0.06
Cl -0.17679 4.44563 -4.79466 -0.04
H 3.07717 3.37425 -3.26322 0.18
O -1.01183 1.59687 4.48807 0.01
F -3.11673 2.11458 0.29528 -0.01
H 2.93326 3.17669 1.71567 -0.04
H 3.17324 0.07293 1.20921 0.08
Cl -0.96544 6.32539 1.89186 0.00
O 1.76620 2.81330 -0.65102 -0.63
H 1.27740 -2.73277 -3.79383 -0.26
O -1.01342 -4.95447 1.01334 -0.01
F 1.68421 1.10827 3.04366 0.00
H -1.76882 4.60843 0.73800 0.00
H -2.66990 -2.31713 0.42514 0.00
H -2.34936 3.73481 -3.88053 0.05
H 4.27824 4.22528 1.07396 -0.07
F 1.64646 -0.32276 4.63413 -0.01
H -1.15571 -5.52809 3.68996 0.00
F -3.41233 0.13795 -0.24052 0.01
H 2.79272 -3.99779 -0.36206 -0.33
O -3.47454 -1.03854 2.43841 0.00
O -1.51429 0.13936 -2.46876 0.04
C -1.37812 -0.89445 -3.10852 -0.15
N -0.19243 0.91454 -0.01858 -0.03
N -1.41954 0.56505 2.27591 0.00
H -3.45754 -1.38152 -3.13190 0.03
C 2.93138 3.22558 -0.44264 0.26
C -3.74761 0.99199 0.69365 0.04
H -1.04480 -1.85370 0.95702 0.00
C 3.64202 2.62505 -2.70845 0.86
H 4.60367 2.37084 -3.15422 -0.64
H -1.27809 2.38414 -4.09709 0.03
H 0.29305 0.03363 -0.11031 0.10
H -0.32585 -3.49768 -3.34689 0.03
H 3.99088 -2.39825 -0.07414 -0.54
C -1.29990 3.44313 -3.83985 -0.14
H -1.33497 -2.94662 -0.40849 0.05
C 1.06472 0.04747 3.50934 -0.24
H -2.79082 -1.28712 -4.73418 -0.06
O -3.76878 1.24863 3.44453 0.00
N 3.84392 3.22062 -1.38411 0.07
```


Entry 4:
Entry from the OMol25 dataset: 2 unconnected molecules or ions with the total composition C16H36ClI2N3O2PS2 at a distorted geometry (the ωB97M-V functional and the def2-TZVPD basis).

Calculated values
- HOMO energy: -9.85 eV
- Kohn-Sham gap: 0.270 Eh
- Total charge: +1
- E: -85416.8822 eV

The geometry in XYZ format:
```
63
Properties=species:S:1:pos:R:3:nbo_charge:R:1
H 1.21005 2.89044 2.07223 0.21
C 2.57663 1.58933 1.10492 -0.09
C 1.65241 -2.33188 6.14282 -0.41
N 0.48760 -1.03525 -5.69832 -1.19
H 1.77131 1.43414 -1.48132 0.18
C -2.02676 -1.03605 -3.16250 -0.42
H -2.42404 0.11958 -8.33946 0.24
H -0.28195 -2.12650 -3.74613 0.24
H -1.97172 2.69753 -7.16850 0.22
H -1.91121 -0.90629 5.01404 0.21
C -1.41800 -1.03593 -1.74610 -0.54
H -0.19017 2.98826 -1.15407 0.23
H 3.31313 1.81053 1.87542 0.20
H 2.68680 0.53779 0.82713 0.19
C -1.61568 0.63479 -7.83508 -0.34
C 1.79341 0.09191 6.38742 -0.41
H 0.77501 -0.40061 8.76687 0.24
C -0.81914 -0.95676 5.05642 -0.09
C 0.55705 2.82938 -0.38422 -0.26
H -1.12727 1.00110 -5.69601 0.23
H -3.09272 -1.23569 -3.13644 0.24
H 0.70259 3.78927 0.10911 0.22
H -0.50975 -1.85077 4.50538 0.18
C -1.69696 0.32923 -6.33131 -0.64
C -1.74246 2.16133 -8.08262 -0.65
C 1.88150 2.40719 -0.98620 -0.09
H 2.17137 3.13032 -1.74569 0.21
H -0.78531 -0.16813 7.05258 0.23
N 0.12445 1.85819 0.65123 -0.43
H -2.08300 -1.55739 -1.06204 0.23
C 1.19084 1.87855 1.66525 -0.26
H 1.23568 0.96631 6.70706 0.24
H 0.99048 1.21963 2.50263 0.22
H 0.68773 -0.04816 -5.80061 0.37
C -1.30043 -2.01967 -4.10127 -0.70
H -2.47636 2.35231 -8.85959 0.24
N 1.04913 -1.14207 6.80952 -0.20
H 0.66675 -2.17428 8.61469 0.23
C 1.19636 -1.28196 8.29075 -0.40
O 2.90341 2.39580 -0.01435 -0.52
C -0.23330 0.61617 0.19121 -0.07
H 1.91897 0.08549 5.31302 0.25
H 2.69256 -2.40621 6.44936 0.23
H -0.47882 0.19582 3.53588 0.51
H 1.59737 -2.20249 5.06626 0.24
S 0.13833 -0.84116 0.89167 -0.21
Cl -3.38978 -2.09585 -5.98212 -0.51
H -1.76321 -3.00364 -4.06921 0.26
H 0.99286 -1.46543 -6.46427 0.38
S -1.22176 0.67498 -1.25004 0.33
C -0.43237 -1.04587 6.51199 -0.23
P -1.24705 -1.45351 -5.84660 1.37
H -0.46758 -1.56026 -1.71132 0.24
H 2.25292 -1.36785 8.52791 0.23
H -0.79757 2.55309 -8.44817 0.22
I -3.75445 0.84000 -5.85686 0.17
O -0.25411 0.20201 4.47703 -0.74
H -0.88492 -1.93746 6.94486 0.23
H 1.10552 -3.22109 6.44735 0.23
H -1.90658 -0.03519 -3.58231 0.20
I 0.20757 0.01333 -8.82579 0.08
H 2.76852 0.06834 6.86961 0.22
H -0.99389 -2.41875 -6.81310 0.02
```


Entry 5:
Entry from the OMol25 dataset: a molecular structure, C16H36CuN6O5P2Se (the ωB97M-V functional and the def2-TZVPD basis).

Calculated values
- HOMO energy (spin up / spin down): -13.34 / -13.95 eV
- Kohn-Sham gap (spin up / spin down): 0.266 / 0.282 Eh
- Total charge: +2
- Expectation value of S²: 0.756
- E: -164903.4421 eV
- Multiplicity: 2

The geometry in XYZ format:
```
67
Properties=species:S:1:pos:R:3:mulliken_spin:R:1
C -0.07291 1.08877 3.56706 0.00
H -0.59750 1.17034 5.66218 0.00
C 0.58356 -4.35431 0.86294 0.00
C -3.75044 -2.98055 0.70171 0.00
C 2.10357 1.44882 2.96565 0.00
N 2.76187 1.58737 -4.25297 0.00
H 0.51549 -4.52707 -1.28087 0.00
P -0.70774 -1.32673 -0.55921 0.07
H 3.33626 2.19627 -4.83917 0.00
H -2.28320 -2.18579 -2.55686 0.00
H -2.10754 1.40637 -1.95044 0.00
H 2.53612 3.05991 -2.75595 0.00
O 1.54779 -1.14931 1.48526 0.15
H -3.36800 -3.70996 -0.01220 0.00
N 3.75930 1.86082 4.57251 0.00
H 0.71912 -3.58845 1.62647 0.00
P -1.41012 1.90800 0.31370 0.07
H -3.03454 -1.27569 1.81450 0.00
H -4.10772 -3.51047 1.58557 0.00
Se 4.54373 1.86757 3.01344 0.00
C 1.85483 1.13720 -1.98157 -0.01
C -2.66824 -2.00689 1.09303 0.00
H 1.63570 2.50463 -0.43008 0.00
C 0.61126 -3.75558 -0.52110 0.00
H -0.82980 3.49152 2.06174 0.00
H -2.99565 1.41241 2.10073 0.00
C 1.47562 1.52742 5.35405 0.00
C -3.05801 1.61633 1.03201 0.01
O 2.78676 -0.98536 -0.21357 0.01
O -0.54852 -2.89053 -0.72833 0.04
H 3.10674 0.63129 -4.36623 0.00
H -4.59272 -2.45459 0.25114 0.00
C 2.47801 1.62373 4.34981 0.00
H 2.18531 0.09918 -2.01326 0.00
H 1.73619 1.65925 6.39595 0.00
H 0.84513 1.17294 -2.40111 0.00
N 0.80538 1.17799 2.59751 0.06
H 3.83445 1.89071 -2.46891 0.00
N 1.82203 1.51705 -0.57580 0.00
H -1.08775 0.85061 3.26588 0.00
Cu 0.38760 0.35452 0.71840 0.51
H 1.80646 1.61239 -4.61440 0.00
H -0.36110 -4.87315 1.03484 0.00
N 2.60076 -1.52936 0.86900 0.02
H -0.10794 -1.37663 -4.56067 0.00
O -2.23932 -1.26161 -0.07956 0.01
H -2.26979 -0.70344 -3.51275 0.00
H 1.52503 -3.20115 -0.71024 0.00
H -1.31352 -2.64753 -4.80240 0.00
C 0.20872 1.26397 4.94744 0.00
C -0.72582 -2.11987 -4.05094 0.00
H -0.07062 -2.83816 -3.55698 0.00
C 2.80437 2.00590 -2.80043 0.00
H -2.67767 3.00748 -1.42130 0.00
H -3.67833 2.49991 0.88059 0.01
H -1.76129 4.26577 0.76264 0.00
C -0.97070 3.54841 0.98311 0.01
H -0.03843 3.90750 0.54298 0.00
N 3.07598 1.55611 2.08268 0.00
H -1.81481 -2.52815 1.53323 0.00
O -0.84337 -0.75495 -2.04514 0.02
H -0.98830 2.78690 -1.90927 0.00
H -3.51462 0.75959 0.53899 0.00
H 1.39339 -5.07828 0.95812 0.00
C -1.63914 -1.45930 -3.04799 0.00
H 2.68561 1.28435 -0.09319 0.00
C -1.83695 2.31355 -1.41195 0.01
```


Entry 6:
Entry from the OMol25 dataset: a molecular structure, C16H36InN2O5 at a distorted geometry (the ωB97M-V functional and the def2-TZVPD basis).

Calculated values
- HOMO energy: -4.25 eV
- Kohn-Sham gap: 0.245 Eh
- Total charge: -1
- E: -35565.0335 eV

The geometry in XYZ format:
```
60
Properties=species:S:1:pos:R:3:lowdin_charge:R:1
C -0.33406 1.09435 2.15371 -0.21
H -1.67781 2.82914 7.38292 0.07
C 1.56649 0.20123 0.61380 -0.30
H -0.44498 0.68965 0.04185 0.07
C 4.60346 -3.56268 1.47565 -0.33
H -2.59081 2.49406 1.99536 0.08
H 1.94735 1.20227 0.31319 0.10
H 4.60969 -4.80693 -0.29123 0.07
H 0.70018 0.49173 -4.66366 0.04
H 4.95919 -2.58052 1.78755 0.11
H 6.06865 -3.81310 -0.09770 0.07
H -1.90790 2.54715 4.33917 0.09
H -1.66679 -1.83036 -0.62417 0.03
O 3.19043 -3.57785 1.63147 -0.09
H -1.32493 0.75798 2.52856 0.11
C -0.34688 1.98092 -3.40822 -0.46
H -2.04884 2.06339 0.35531 0.08
H -3.87600 2.68120 6.37362 0.07
H -3.04271 2.21196 -2.79056 0.06
C -1.64625 -1.29918 -1.60462 -0.27
In 0.50073 -0.88275 -2.23098 0.86
H 0.44343 1.02018 2.94058 0.12
H -1.24078 1.40034 6.45781 0.08
H -1.88517 3.74404 0.88655 0.09
H -1.82784 2.77847 -4.80865 0.10
H -2.80999 -3.76162 -1.21572 0.04
N 1.07600 -2.65015 -3.39913 0.02
H 4.53722 -3.08414 -0.62540 0.07
H -1.49117 1.04215 -5.04066 0.11
H 2.87461 -4.44830 1.36421 0.08
H 0.02120 2.73791 -1.61411 0.09
C -2.40960 -3.57974 -2.23017 -0.09
C -2.26385 2.90683 5.30407 -0.31
H 2.07912 -0.06196 1.57281 0.09
O -0.67166 2.20038 -2.02179 -0.10
H -2.34983 3.99742 5.25466 0.11
C -2.30207 -2.26787 -2.58775 -0.31
O -3.55980 2.35337 5.52462 -0.09
H -0.31613 2.90084 6.24513 0.07
C 0.04192 0.21590 0.92099 -0.21
H -2.06873 -4.41609 -2.85783 0.04
H -2.68450 -1.86797 -3.54307 0.08
C 4.98396 -3.83193 0.03169 -0.09
H -2.22148 -0.35708 -1.46450 0.02
H -2.91630 0.57997 -3.19327 0.03
H 2.92964 -0.60682 -0.89862 0.03
N -2.86664 1.53626 -3.52265 0.00
H -0.35429 -0.81552 0.97301 0.11
C -1.64720 1.81996 -4.27221 -0.23
H 1.70092 1.32528 -3.40855 0.04
O -0.49248 2.45805 1.72027 -0.21
O 2.13117 -1.82317 -5.32395 0.03
C 1.63574 -2.30394 -4.37117 -0.62
C -1.31331 2.48816 6.40950 -0.09
H 0.13820 2.92942 -3.75548 0.12
C 0.70975 0.86191 -3.61706 -0.21
C 1.92615 -0.84697 -0.48885 -0.27
H 1.97924 -1.84497 -0.00393 0.02
C -1.79563 2.69638 1.23743 -0.14
H 5.04200 -4.31667 2.14017 0.10
```


Which of these has the highest E?
C16H36InN2O5


Look up the E of the first one.
-162485.9119 eV